{"formula": "C60H153N7O20", "method": "ωB97M-V/def2-TZVPD", "symbols": ["C", "C", "C", "O", "H", "H", "H", "H", "H", "H", "H", "H", "C", "C", "C", "O", "H", "H", "H", "H", "H", "H", "H", "H", "C", "C", "C", "O", "H", "H", "H", "H", "H", "H", "H", "H", "C", "C", "C", "O", "H", "H", "H", "H", "H", "H", "H", "H", "C", "C", "C", "O", "H", "H", "H", "H", "H", "H", "H", "H", "C", "C", "C", "O", "H", "H", "H", "H", "H", "H", "H", "H", "C", "O", "C", "C", "N", "C", "C", "O", "C", "H", "H", "H", "H", "H", "H", "H", "H", "H", "H", "H", "H", "H", "H", "H", "C", "O", "C", "C", "N", "C", "C", "O", "C", "H", "H", "H", "H", "H", "H", "H", "H", "H", "H", "H", "H", "H", "H", "H", "C", "O", "C", "C", "N", "C", "C", "O", "C", "H", "H", "H", "H", "H", "H", "H", "H", "H", "H", "H", "H", "H", "H", "H", "C", "O", "C", "C", "N", "C", "C", "O", "C", "H", "H", "H", "H", "H", "H", "H", "H", "H", "H", "H", "H", "H", "H", "H", "C", "O", "C", "C", "N", "C", "C", "O", "C", "H", "H", "H", "H", "H", "H", "H", "H", "H", "H", "H", "H", "H", "H", "H", "C", "O", "C", "C", "N", "C", "C", "O", "C", "H", "H", "H", "H", "H", "H", "H", "H", "H", "H", "H", "H", "H", "H", "H", "C", "O", "C", "C", "N", "C", "C", "O", "C", "H", "H", "H", "H", "H", "H", "H", "H", "H", "H", "H", "H", "H", "H", "H"], "coordinates": [[-4.39082, -2.02265, 5.75085], [-5.68755, -2.65483, 5.17452], [-5.97213, -2.19298, 3.74440], [-5.70288, -4.02018, 5.48268], [-4.38460, -1.03909, 5.28109], [-3.57549, -2.58306, 5.29338], [-4.27193, -2.08242, 6.83270], [-6.54733, -2.28341, 5.73213], [-5.15224, -2.57560, 3.13654], [-5.93134, -1.10375, 3.74375], [-6.92206, -2.62286, 3.42672], [-5.75399, -4.15239, 6.43217], [-6.12575, 1.33539, -1.82296], [-6.05978, 1.94621, -0.48229], [-6.14771, 0.89442, 0.60908], [-4.94499, 2.68956, -0.25302], [-7.15722, 1.23316, -2.16018], [-5.72381, 0.32548, -1.90451], [-5.62298, 1.99351, -2.53163], [-6.92917, 2.60066, -0.41944], [-5.26078, 0.28413, 0.77941], [-6.90392, 0.15938, 0.33349], [-6.23460, 1.39063, 1.57569], [-4.23927, 2.07465, -0.46618], [-6.16773, -3.74519, -1.12950], [-4.72986, -3.33580, -1.42963], [-3.72664, -3.46253, -0.27430], [-4.21669, -4.17385, -2.45896], [-6.82187, -3.82629, -1.99761], [-6.69788, -2.84523, -0.81786], [-6.31172, -4.61512, -0.48874], [-4.65676, -2.31214, -1.79687], [-3.72384, -4.39473, 0.29057], [-3.92354, -2.85511, 0.60909], [-2.74404, -3.25778, -0.69937], [-4.82231, -3.90229, -3.15256], [3.79214, -0.28591, 1.45589], [2.36522, -0.78840, 1.65676], [1.49989, -0.52452, 0.38931], [2.43167, -2.15577, 1.99214], [4.37723, -0.74387, 0.65837], [4.27910, -0.27294, 2.43098], [3.62723, 0.76051, 1.19914], [1.98286, -0.16830, 2.46754], [1.09669, 0.47265, 0.21271], [0.67391, -1.18261, 0.65905], [2.00061, -0.82827, -0.52999], [2.93749, -2.14288, 2.80797], [-5.45511, -0.05661, -7.47641], [-4.62400, 0.16270, -6.17974], [-4.22873, -1.25926, -5.74659], [-3.48968, 0.98459, -6.35659], [-5.86927, 0.89089, -7.82109], [-6.29895, -0.74639, -7.49233], [-4.84467, -0.47797, -8.27511], [-5.25283, 0.63713, -5.42636], [-3.67485, -1.39486, -4.81765], [-3.78446, -1.80315, -6.58020], [-5.17358, -1.73326, -5.48073], [-3.15167, 0.65512, -7.19253], [4.73521, -5.16611, -0.48335], [3.74572, -4.66726, -1.52801], [2.99169, -3.36383, -1.23024], [4.50213, -4.64946, -2.76797], [5.24089, -6.07189, -0.81792], [4.32108, -5.53042, 0.45679], [5.56925, -4.53265, -0.18134], [3.02336, -5.47733, -1.62846], [2.36951, -2.95727, -2.02755], [3.70358, -2.69321, -0.74902], [2.28043, -3.52296, -0.41976], [3.92339, -4.25977, -3.42736], [-1.06564, 0.48196, 12.24697], [-1.09464, 1.83939, 11.79273], [-2.20173, 2.22628, 11.00464], [-1.68659, 3.42170, 10.17600], [-2.83836, 4.02911, 9.42973], [-3.21864, 3.16811, 8.24460], [-2.41624, 3.27062, 7.05835], [-2.79807, 2.24397, 6.23549], [-3.58099, 2.69897, 5.09303], [-1.72108, 0.16784, 13.05928], [-0.05559, 0.17222, 12.51523], [-1.29911, -0.19583, 11.42587], [-3.00186, 2.51934, 11.68436], [-2.36805, 1.42720, 10.28221], [-0.71736, 3.33234, 9.68536], [-1.42337, 4.28557, 10.78636], [-2.80527, 4.97645, 9.08111], [-4.17334, 3.65558, 8.04707], [-3.46378, 2.13965, 8.50970], [-1.38805, 3.12481, 7.38950], [-2.45003, 4.26105, 6.60448], [-4.01813, 1.88287, 4.51772], [-2.85403, 3.27781, 4.52332], [-4.39838, 3.31072, 5.47480], [-1.06898, -2.57558, -3.28509], [-2.04731, -1.71278, -2.69433], [-1.64956, -0.37844, -2.86058], [-2.64958, 0.59579, -2.25003], [-2.97254, 0.27346, -0.86791], [-1.81510, 0.17141, 0.04174], [-2.11146, 0.13842, 1.58513], [-1.04723, -0.22961, 2.51261], [-1.24334, -0.14092, 3.93600], [-1.44079, -3.58181, -3.09183], [-0.08021, -2.55694, -2.82674], [-0.95209, -2.44004, -4.36030], [-1.80556, -0.22526, -3.92843], [-0.60622, -0.09412, -2.72383], [-3.45704, 0.69407, -2.97561], [-2.18028, 1.57665, -2.32593], [-3.44217, -0.62062, -0.88100], [-1.26601, 1.11127, -0.01544], [-1.19761, -0.70446, -0.15740], [-2.93468, -0.54879, 1.78041], [-2.48241, 1.10020, 1.93936], [-0.69453, -0.67350, 4.71270], [-2.25564, -0.48921, 4.14109], [-0.94958, 0.87600, 4.19614], [1.61119, 4.13174, 7.64557], [1.13741, 3.08614, 6.89303], [1.97018, 1.94028, 7.02988], [1.54595, 1.13438, 5.80274], [2.32155, -0.12814, 5.81746], [1.69634, -1.40880, 5.36124], [2.68660, -2.59917, 5.36288], [3.57143, -2.40607, 4.27108], [4.54165, -3.42336, 4.17415], [1.41623, 4.05111, 8.71496], [1.10244, 4.99377, 7.21408], [2.61267, 4.43589, 7.34122], [1.64100, 1.47195, 7.95746], [3.03910, 2.15252, 7.05109], [1.67046, 1.78458, 4.93681], [0.48362, 0.89984, 5.73523], [3.06734, 0.05535, 5.16155], [1.20894, -1.15364, 4.42028], [0.94851, -1.69318, 6.10150], [2.15288, -3.54411, 5.26127], [3.31315, -2.69635, 6.24951], [4.13730, -4.40741, 3.93701], [5.30237, -3.32289, 4.94832], [5.03920, -3.07353, 3.26962], [1.54874, 3.11792, 0.92059], [2.09796, 3.77875, 1.96443], [1.26586, 4.39691, 3.03852], [2.20812, 4.88085, 4.23778], [3.13344, 5.93862, 3.65618], [3.82641, 6.73788, 4.60472], [3.01751, 7.94839, 5.12825], [3.71838, 8.67540, 6.14846], [2.91499, 9.69970, 6.69818], [2.34939, 2.70779, 0.30507], [1.05731, 3.85674, 0.28754], [0.78581, 2.40048, 1.22277], [0.58893, 3.66778, 3.48375], [0.71346, 5.20652, 2.56155], [2.82381, 4.06630, 4.61928], [1.52573, 5.25675, 5.00010], [3.33818, 5.61076, 2.72307], [4.71478, 7.25918, 4.24815], [4.27967, 6.14199, 5.39691], [2.04943, 7.51395, 5.37761], [2.91731, 8.71247, 4.35738], [1.97658, 9.37556, 7.14809], [2.74679, 10.62377, 6.14511], [3.39594, 10.10110, 7.59018], [6.04544, 0.01363, -3.90790], [5.46633, -0.57971, -5.08123], [6.03936, -1.89766, -5.23851], [5.10012, -2.94382, -5.91095], [3.99793, -3.12735, -4.91800], [2.85763, -3.87239, -5.50277], [1.97872, -2.80339, -6.28781], [1.48990, -1.77105, -5.50769], [0.46662, -1.01057, -6.17847], [5.31821, 0.36010, -3.17360], [6.58202, 0.92693, -4.16498], [6.72519, -0.59399, -3.31054], [6.44650, -2.37751, -4.34852], [6.86688, -1.83324, -5.94502], [5.54876, -3.92285, -6.07923], [4.66619, -2.52851, -6.82051], [3.66984, -2.23082, -4.58833], [2.09106, -4.31806, -4.86886], [3.16334, -4.70243, -6.13970], [1.19286, -3.43453, -6.70276], [2.60287, -2.44320, -7.10562], [0.71203, -0.58986, -7.15361], [0.09163, -0.27499, -5.46685], [-0.47216, -1.55322, -6.28945], [-4.98757, -3.45478, -9.05162], [-3.63431, -2.96260, -8.89005], [-2.66510, -3.95654, -8.73201], [-2.33496, -4.30818, -7.26620], [-1.37037, -5.41516, -7.17755], [-0.73482, -5.52501, -5.86125], [0.46408, -6.51393, -5.94381], [1.08866, -6.69425, -4.65828], [2.17780, -7.65603, -4.75892], [-5.20731, -4.00706, -9.96529], [-5.53942, -2.52031, -9.15329], [-5.37396, -3.97429, -8.17475], [-1.70369, -3.58755, -9.08926], [-2.80301, -4.78602, -9.42559], [-3.19229, -4.48843, -6.61765], [-1.91479, -3.42178, -6.79094], [-1.76188, -6.32042, -7.39511], [-1.53775, -5.58633, -5.12663], [-0.22590, -4.57793, -5.68198], [1.20115, -6.16399, -6.66656], [0.02289, -7.39471, -6.41036], [2.84250, -7.10722, -5.42607], [2.07410, -8.62317, -5.25084], [2.75081, -7.77620, -3.83951], [6.86504, 6.15067, -3.29629], [6.52504, 5.23958, -4.34004], [5.22359, 5.53558, -4.90276], [4.79227, 4.56088, -6.03365], [3.41800, 4.16401, -6.32619], [2.51731, 3.99383, -5.13109], [2.99311, 2.64032, -4.45369], [2.41758, 2.59294, -3.20655], [2.16000, 1.30922, -2.70251], [7.36155, 5.54596, -2.53740], [6.14522, 6.78066, -2.77375], [7.62682, 6.71515, -3.83404], [5.16999, 6.57584, -5.22385], [4.44799, 5.50898, -4.13736], [5.25583, 3.68556, -5.57864], [5.33149, 4.84771, -6.93647], [3.41885, 3.34138, -6.91217], [1.54618, 3.81478, -5.59256], [2.46019, 4.86769, -4.48209], [4.03891, 2.33316, -4.46031], [2.42509, 1.98898, -5.11793], [3.10660, 0.85576, -2.40856], [1.72337, 0.58231, -3.38738], [1.48683, 1.48563, -1.86357]], "lowdin_charge": [-0.046, -0.515, -0.041, -0.046, 0.054, 0.077, 0.078, 0.124, 0.071, 0.075, 0.084, 0.091, -0.074, -0.561, -0.055, -0.027, 0.083, 0.064, 0.087, 0.140, 0.053, 0.077, 0.078, 0.052, -0.044, -0.482, -0.041, -0.053, 0.072, 0.068, 0.087, 0.111, 0.082, 0.061, 0.071, 0.076, -0.043, -0.474, -0.039, -0.048, 0.077, 0.073, 0.066, 0.119, 0.039, 0.066, 0.061, 0.006, -0.058, -0.465, -0.046, -0.033, 0.078, 0.077, 0.063, 0.130, 0.061, 0.059, 0.079, 0.083, -0.068, -0.452, -0.041, -0.085, 0.071, 0.070, 0.074, 0.121, 0.063, 0.069, 0.074, 0.006, -0.106, -0.201, -0.199, -0.190, -0.043, -0.225, -0.309, -0.191, -0.052, 0.080, 0.082, 0.075, 0.131, 0.109, 0.094, 0.111, 0.098, 0.116, 0.122, 0.112, 0.133, 0.076, 0.086, 0.086, -0.069, -0.188, -0.248, -0.179, -0.037, -0.160, -0.158, -0.208, -0.073, 0.087, 0.087, 0.061, 0.097, 0.112, 0.104, 0.127, 0.080, 0.113, 0.100, 0.098, 0.112, 0.058, 0.073, 0.076, -0.153, -0.228, -0.188, -0.185, -0.044, -0.167, -0.172, -0.254, -0.079, 0.090, 0.079, 0.085, 0.126, 0.125, 0.107, 0.095, 0.094, 0.088, 0.117, 0.125, 0.125, 0.103, 0.098, 0.093, -0.165, -0.214, -0.116, -0.142, -0.061, -0.236, -0.208, -0.175, -0.141, 0.086, 0.090, 0.077, 0.100, 0.118, 0.106, 0.090, 0.105, 0.116, 0.112, 0.107, 0.121, 0.083, 0.084, 0.080, -0.104, -0.161, -0.204, -0.146, -0.085, -0.152, -0.242, -0.174, -0.083, 0.063, 0.083, 0.084, 0.116, 0.113, 0.125, 0.102, 0.100, 0.098, 0.115, 0.100, 0.111, 0.096, 0.073, 0.059, -0.078, -0.201, -0.234, -0.201, -0.071, -0.195, -0.210, -0.193, -0.083, 0.086, 0.068, 0.088, 0.118, 0.120, 0.112, 0.091, 0.109, 0.124, 0.079, 0.110, 0.113, 0.067, 0.084, 0.088, -0.110, -0.192, -0.210, -0.201, -0.082, -0.138, -0.227, -0.179, -0.098, 0.082, 0.088, 0.087, 0.115, 0.101, 0.089, 0.115, 0.099, 0.108, 0.106, 0.114, 0.110, 0.080, 0.077, 0.074], "relative_energy_kcal_mol": 201.35, "homo_ev": -8.304, "fmax_ev_per_a": 5.0}